Entry 1:
C34H54F6IrN4O4SbSe | ωB97M-V with the def2-TZVPD basis set

## Properties
Net charge = +2
Multiplicity = 5
LUMO level (spin up / spin down) = -5.832 / -8.513 eV
E_HOMO (spin up / spin down) = -13.662 / -14.103 eV
HOMO-LUMO gap (spin up / spin down) = 7.829 / 5.590 eV
Relative energy (zero: lowest compared OMol25 entry of this formula, charge and spin) = 110.2 kJ/mol

Atoms and positions in Å:
1 H -1.2689 1.9206 -5.9047
2 H -2.8509 2.9055 4.9192
3 H -4.3355 3.3524 4.0808
4 H -4.1569 1.7166 4.6937
5 H 2.2135 -0.3360 -4.0640
6 C -0.5589 1.0275 -4.1082
7 H 4.6831 -2.0977 2.9030
8 H -0.0128 -3.2776 5.0246
9 H -1.9883 3.2463 1.2756
10 N -3.9883 2.4254 -4.0846
11 H -4.9156 2.3776 1.8499
12 H -2.3041 0.7613 5.0796
13 C -3.0207 2.1548 2.8787
14 N -4.4343 2.6908 -1.8512
15 H -5.7006 0.5194 -2.1275
16 C -0.8670 -0.6658 4.3975
17 C 5.1117 -3.9283 0.8652
18 Ir -0.4576 0.4194 -0.9945
19 C -1.2242 0.5826 1.8709
20 C -0.3067 -0.5065 2.0707
21 C 4.4209 -1.6591 0.1952
22 C 3.6587 -0.3189 -1.7188
23 H 3.5104 0.2625 -5.1063
24 H -4.6329 0.7482 2.4687
25 O -1.3843 1.0859 0.7151
26 C 4.6478 -0.9402 -0.9893
27 H -1.5653 -0.5292 -3.1681
28 H -0.4276 -0.8753 7.7943
29 C 5.5092 -2.4338 0.8962
30 H -3.0643 0.0076 -6.2927
31 C 6.8722 -2.2921 0.2148
32 H 3.9452 2.4359 -2.0995
33 F -2.7066 -1.6346 0.6026
34 H 0.2082 -2.9713 6.7395
35 C 2.0894 -1.0864 0.0412
36 H 4.9860 -4.2700 -0.1634
37 H 6.8467 -2.6798 -0.8047
38 H 6.3856 -2.5540 2.8644
39 H 0.0919 -0.7333 -3.1929
40 H 2.3704 1.9485 -2.7408
41 C 5.4662 0.5163 -3.2663
42 H 7.6094 -2.8728 0.7668
43 H -4.8780 1.3114 -5.6012
44 C -3.8900 1.7003 -5.3441
45 C 2.3052 -0.4208 -1.2115
46 H -3.7779 1.2745 1.0222
47 H 4.1868 -4.1201 1.4103
48 C -0.4598 -0.3576 6.8366
49 H -3.7714 3.4471 -1.8052
50 H 5.9061 -4.5141 1.3258
51 H 0.5178 0.0914 6.6540
52 H 0.4915 1.1918 -4.3607
53 H -3.0794 -0.1453 -4.5518
54 C 3.9594 0.4491 -3.0004
55 H 5.8854 -0.4751 -3.4464
56 N -5.2952 0.8730 -2.9780
57 H 5.6600 -0.8743 -1.3536
58 H 0.4993 -1.9877 3.3463
59 H -0.8630 0.2144 -6.0169
60 F -1.7154 -2.0454 -1.8216
61 C -0.8098 -1.3703 5.7286
62 H -2.9678 -1.1848 6.1004
63 H 5.9959 0.9892 -2.4379
64 F -5.1105 -0.9796 -0.4920
65 C -0.1443 -1.1218 3.2727
66 Sb -3.4834 -1.6756 -1.1438
67 H -1.6048 3.8080 2.9038
68 C -2.2099 -1.9622 6.0064
69 H 2.8818 -2.2679 1.6055
70 C -1.7500 0.4205 4.2178
71 C -4.1568 1.6045 1.9894
72 O -1.0229 3.4189 -3.9081
73 C 5.6195 -1.9677 2.3589
74 C -2.8692 0.5522 -5.3682
75 C -1.3791 0.9590 -5.4056
76 C 3.4423 1.9006 -2.9068
77 H -5.4282 0.3305 -3.8124
78 O -0.8116 2.1902 -2.0339
79 H -1.1955 0.4422 6.9140
80 C 3.0978 -1.7077 0.7046
81 C -4.5621 1.9810 -2.9762
82 Se 0.1987 -1.3795 0.4198
83 H 7.2126 -1.2553 0.2008
84 H 5.9036 -0.9154 2.4078
85 N -0.6654 -0.0640 -3.2019
86 H 5.6407 1.1170 -4.1575
87 C 3.2932 -0.2798 -4.1859
88 H -3.1636 4.2022 2.1806
89 H -2.1804 -2.5220 6.9405
90 C -1.9754 1.0549 3.0243
91 H 1.2285 -2.1259 5.5787
92 C 0.2187 -2.5022 5.7576
93 C -0.8480 2.3963 -3.2812
94 F -4.0221 -1.4253 -2.9499
95 H -2.5101 -2.6401 5.2056
96 C -3.6189 2.5463 4.2320
97 F -3.0097 0.2368 -1.3018
98 H 3.6606 2.4185 -3.8404
99 H -3.4389 3.2710 -4.0178
100 H 3.6872 -1.2920 -4.2890
101 H -3.6224 2.4326 -6.1027
102 H -4.7641 2.3162 -0.9783
103 F -3.7998 -3.4942 -0.9944
104 O 1.3097 0.0632 -1.8614
105 C -2.4015 3.4263 2.2630

Mulliken population analysis, charges in e, atoms 1 to 6: 0.451 0.465 0.445 0.410 0.151 0.784

Entry 2:
C34H54Ge2LaN11O2 | ωB97M-V with the def2-TZVPD basis set

## Properties
Net charge = +3
Multiplicity = 2
LUMO level (spin up / spin down) = -11.302 / -11.397 eV
E_HOMO (spin up / spin down) = -14.961 / -14.961 eV
HOMO-LUMO gap (spin up / spin down) = 3.659 / 3.564 eV
Relative energy (zero: lowest compared OMol25 entry of this formula, charge and spin) = 341.7 kJ/mol

Atoms and positions in Å:
1 H 10.4160 18.2479 12.3613
2 H 12.3641 11.8175 12.6653
3 H 6.9839 18.3318 15.3934
4 H 12.7577 15.9933 7.4937
5 N 7.0563 12.6590 12.4736
6 H 7.8554 18.6903 13.3082
7 H 12.0872 15.4033 14.9834
8 N 9.3420 14.9137 14.3652
9 N 8.6181 11.8237 10.9205
10 C 13.1118 11.2877 9.4739
11 C 9.3193 6.8401 8.1647
12 H 13.9269 11.5974 13.5800
13 H 9.3385 19.2979 14.1422
14 N 8.7104 10.8758 9.9278
15 H 7.8118 17.1020 17.5569
16 C 9.4095 7.1227 10.8840
17 H 11.9057 18.2042 11.0631
18 H 15.7824 10.5355 7.3967
19 C 9.6308 12.7961 15.6478
20 H 13.7531 9.6039 15.2598
21 H 10.4545 17.3506 7.7293
22 H 13.9080 15.8298 8.9111
23 H 14.7183 8.3221 7.5399
24 H 12.9567 7.9114 9.1947
25 H 8.8580 15.6942 17.4351
26 H 11.3165 16.9157 13.1621
27 H 10.2997 11.5996 17.7879
28 H 14.5965 12.5302 8.5336
29 H 9.5613 7.1386 11.9337
30 H 13.3244 17.8029 10.1040
31 H 16.8419 16.4826 13.7701
32 N 10.5597 12.2165 14.6551
33 C 8.3668 6.4538 10.3299
34 C 8.0817 18.1116 15.4132
35 H 15.5789 17.8624 15.4825
36 N 7.4321 14.0568 12.2008
37 C 8.2363 6.3075 8.9115
38 C 13.8737 14.8103 13.9448
39 H 10.2375 15.5603 7.4556
40 H 11.0617 8.0505 8.0589
41 H 12.7615 8.5327 14.2021
42 C 13.7708 16.7248 15.3602
43 H 7.0501 14.7624 12.8187
44 C 10.3566 17.2228 12.7542
45 N 9.2828 17.1953 13.6664
46 H 12.8676 14.4538 8.3973
47 H 5.7307 10.6242 12.0157
48 H 7.3833 14.2720 11.1822
49 C 12.7206 9.3765 14.9128
50 La 9.9313 13.3948 12.2540
51 O 10.0479 10.8560 9.5554
52 O 10.6572 14.7446 10.6116
53 H 9.3907 6.6290 7.0991
54 H 6.7587 9.8461 10.8014
55 Ge 10.9672 9.6802 10.6693
56 H 10.2096 16.5506 11.9003
57 N 12.1550 10.5392 14.2374
58 C 8.6389 18.3984 14.0367
59 H 7.9444 14.2032 15.8280
60 H 9.2589 10.2417 17.2646
61 H 8.5974 18.7835 16.1626
62 C 7.3623 11.7205 11.4433
63 H 7.6264 6.0125 10.9863
64 H 10.8212 10.0237 18.1407
65 C 14.2198 11.5098 8.6682
66 C 15.1800 15.1067 13.5884
67 C 10.3152 7.8721 10.1160
68 H 9.0634 11.9970 16.1027
69 H 13.2048 17.3932 16.0031
70 C 8.0586 16.2354 16.9635
71 C 12.9878 11.0893 13.2246
72 C 10.2872 10.5602 17.4064
73 H 10.9929 8.3841 15.7651
74 C 14.8599 10.4249 7.9996
75 C 12.6016 9.9696 9.5744
76 H 12.2277 8.9502 17.0111
77 C 12.9102 15.5322 8.5018
78 Ge 11.3759 16.0570 9.6072
79 C 14.3800 9.1485 8.1466
80 H 13.5333 13.8425 13.5953
81 N 11.0504 10.3832 16.1529
82 H 10.2265 13.3840 16.3611
83 C 10.1188 16.3979 8.1665
84 H 6.0256 12.6317 12.6496
85 H 9.0732 16.4705 8.4221
86 C 9.0183 16.1863 14.5851
87 H 7.4007 5.8444 8.4597
88 C 10.3403 7.5924 8.7254
89 N 8.4243 16.7511 15.6688
90 N 6.6591 10.5847 11.5468
91 H 12.5361 12.1669 9.8719
92 C 11.7642 9.1357 16.0363
93 H 12.9397 16.8918 11.5975
94 C 13.1466 15.6258 14.8073
95 C 8.6245 13.8274 15.0595
96 C 15.8257 16.2252 14.1575
97 C 12.4760 17.3654 10.6739
98 H 15.8020 14.4638 12.9904
99 H 7.1651 15.5818 16.8584
100 C 11.2753 11.1571 15.0723
101 H 7.9360 13.2600 14.4184
102 H 13.2643 10.3136 12.5145
103 C 15.0860 17.0249 15.0181
104 C 13.3449 8.9213 9.0732

Mulliken population analysis, charges in e, atoms 1 to 6: 0.558 -0.036 0.290 0.389 -0.200 0.283

Entry 3:
C34H54Ge2LaN11O2 | ωB97M-V with the def2-TZVPD basis set

## Properties
Net charge = +3
Multiplicity = 2
LUMO level (spin up / spin down) = -9.013 / -8.933 eV
E_HOMO (spin up / spin down) = -12.224 / -13.273 eV
HOMO-LUMO gap (spin up / spin down) = 3.210 / 4.339 eV
Relative energy (zero: lowest compared OMol25 entry of this formula, charge and spin) = 597.9 kJ/mol

Atoms and positions in Å:
1 H 4.6924 -4.2619 -3.8975
2 H -0.0570 4.2351 -1.3741
3 C 4.9490 -3.3049 -4.4368
4 H 2.6838 -1.9051 -7.6879
5 C 1.4259 4.4779 -2.9867
6 H -0.5926 -2.0357 -0.2712
7 H 1.7934 -3.1483 -0.3333
8 H 0.6370 -2.3295 -5.7092
9 Ge 0.1693 1.3637 6.1901
10 C 3.0316 -2.0230 -4.8568
11 C -1.7510 4.0986 4.3591
12 C 1.5331 2.7193 5.8734
13 N 2.0331 -1.1954 -4.6941
14 H -2.4387 -1.0503 -0.4639
15 C 4.2592 -1.6098 -2.6763
16 O 2.1208 -0.1191 -3.8283
17 H -0.4745 0.4108 -5.5098
18 H 1.1956 3.6792 6.1193
19 H -1.4030 2.8691 7.7568
20 H 1.9134 2.6512 4.8366
21 C -3.3509 -2.2671 3.6285
22 C -3.6696 5.3646 4.9535
23 H 1.4080 -3.1134 -7.0875
24 N 1.6810 -0.0523 0.5737
25 H -5.1646 -1.0632 6.2605
26 H -1.2562 -1.1779 -5.5669
27 H -4.4298 -2.3806 -2.4931
28 H 0.1524 -2.4824 -1.7032
29 C -3.4698 -0.0730 5.3611
30 H 1.2975 -0.1623 7.5770
31 C -0.4267 -0.6259 -5.0845
32 N 1.4916 0.7504 1.6995
33 La 1.0304 0.3009 -1.9724
34 C -2.4289 1.1706 -1.9794
35 N 1.5078 -2.1400 -0.3507
36 H 2.5607 -1.2911 2.6252
37 H -4.4822 2.0710 4.4720
38 H -1.5326 -3.3794 -4.6609
39 H -2.1031 1.2341 -0.9330
40 H -0.6666 4.1104 4.2851
41 C 3.1594 2.7601 -2.8515
42 O 1.5210 0.0919 2.8068
43 H 2.8380 -3.7428 -7.8374
44 C 1.0532 -0.3421 6.5365
45 N 0.1941 -1.7740 -0.9347
46 C 0.9229 4.0078 -1.7725
47 C -2.4920 2.9271 4.2987
48 H 0.8790 5.2286 -3.5119
49 H -3.3893 -3.0226 2.8648
50 N -0.6375 -0.6195 -3.6268
51 C -2.4911 -0.1858 4.3588
52 N 2.6052 -1.8360 1.7243
53 H 5.2707 -1.9196 -2.3456
54 H 4.0366 2.3034 -3.3075
55 H -2.3807 -4.3008 -3.2627
56 H 2.5118 3.8342 -4.6202
57 N 3.1239 -2.9721 -5.9021
58 H 2.3577 2.4863 6.5326
59 C -3.3902 -2.3426 -2.0008
60 C -0.8953 1.9015 7.8088
61 C 2.4803 -2.8948 -7.1959
62 H -3.3138 1.8480 -2.0989
63 N 4.0435 -2.2277 -3.9652
64 H 5.1996 -2.7151 -6.4869
65 C -3.8663 2.9717 4.4961
66 H 3.5515 1.9904 -0.8050
67 H 4.2420 -0.5101 -2.6277
68 H 5.9987 -3.0895 -4.1814
69 C -2.3609 -1.3163 3.5946
70 H -1.5825 1.1092 8.0253
71 H -4.1423 6.3953 5.1355
72 C 1.7987 -1.3652 0.7548
73 H -0.1208 2.0572 8.5637
74 H 4.8146 -4.3973 -6.3436
75 H 3.1756 -2.6625 1.6386
76 C -4.4109 4.1965 5.0277
77 C -3.2061 -1.0867 -1.2659
78 H 1.3296 2.9979 0.0254
79 H -1.5004 -1.3950 2.9946
80 H -3.3817 -3.3357 -4.3675
81 H -3.3939 -3.2997 -1.4235
82 H -5.4290 4.2271 5.4296
83 C -2.3367 5.3444 4.5228
84 C -2.3740 -3.3717 -3.9193
85 H 0.3388 -1.1812 6.4878
86 N -2.3283 -2.2545 -2.9375
87 C 4.5375 -3.3775 -5.8909
88 H -1.5803 1.4274 -2.5964
89 C -1.8242 -1.0297 -3.0963
90 C 0.8748 -1.2742 -5.5380
91 C 2.8662 2.5058 -1.4771
92 H 1.9427 -0.5288 5.9284
93 H -5.3025 -2.8014 4.4442
94 Ge -1.2781 1.3753 4.0301
95 H -3.4102 0.7957 6.0208
96 C -4.3937 -2.1519 4.5552
97 C -4.3703 -1.0949 5.5024
98 H 1.0982 -0.8421 -6.5079
99 C 2.4055 3.6420 -3.5611
100 N -2.6856 -0.1958 -2.3300
101 C 1.6903 3.1237 -0.9733
102 H -4.1746 -0.5996 -0.8552
103 H 3.4876 -2.0289 -1.9437
104 H -1.7755 6.2224 4.2391

Mulliken population analysis, charges in e, atoms 1 to 6: 0.294 0.528 -0.609 0.359 -0.710 0.248

Entry 4:
C34H54N10PRuSi2Te | ωB97M-V with the def2-TZVPD basis set

## Properties
Net charge = +2
Multiplicity = 6
LUMO level (spin up / spin down) = -5.208 / -6.458 eV
E_HOMO (spin up / spin down) = -11.431 / -11.782 eV
HOMO-LUMO gap (spin up / spin down) = 6.223 / 5.324 eV

Atoms and positions in Å:
1 C -5.7387 1.9398 3.6264
2 H 3.1655 -4.4638 0.4888
3 C -2.3667 -0.5906 2.9665
4 H -1.4457 1.9560 4.4101
5 Te -2.5144 -1.5184 0.9964
6 H -1.0582 5.9271 0.2555
7 H 4.5295 -1.3544 2.4635
8 C -0.4559 2.3865 4.5582
9 H 2.2646 1.9658 4.7247
10 C -1.3044 4.9225 0.5954
11 C -1.8277 -0.1458 -2.6508
12 H -4.7488 3.3474 2.3663
13 H 0.2266 -5.1159 -2.1838
14 H 2.2913 3.2157 -1.6910
15 N -3.2733 0.9105 -1.3861
16 C 1.8014 1.6976 3.7973
17 H 6.2230 -1.4627 -3.1971
18 H 4.2819 -2.9299 3.1858
19 C 0.7114 4.4116 -0.7247
20 H -4.5220 -1.0902 4.4539
21 N 2.2925 -1.3588 0.2801
22 Ru 1.0593 0.2115 -0.3011
23 H -4.5654 2.4992 -0.9156
24 C 2.3560 -4.2341 1.1733
25 H -1.3361 -0.6669 -3.4443
26 C 1.3903 3.2964 -1.1162
27 H 4.1008 1.9727 -3.3362
28 H -6.4794 0.3433 4.8465
29 H 0.6195 -1.0745 -4.7688
30 C -4.5790 -0.1167 3.9933
31 H -0.5282 3.4764 4.5151
32 H 6.4552 -2.6376 -1.0245
33 H -2.9785 2.7049 0.9126
34 C -4.5302 1.4093 -0.8934
35 H 4.1989 -0.2383 -3.7057
36 C -3.1178 0.3018 -2.5946
37 C -3.5209 0.3067 3.1920
38 H 0.9034 5.4483 -0.9126
39 H -2.3254 4.6916 0.2932
40 H -1.9016 -6.2841 -2.4260
41 C 3.7803 -2.0077 2.9034
42 H -2.3162 -1.3876 3.7025
43 H 4.6243 -2.6031 0.5758
44 H -0.6255 1.5151 -3.6909
45 H 2.4965 -4.8456 2.0578
46 H -0.8539 -4.8406 -0.7971
47 C -0.7067 -4.6496 -1.8623
48 H -5.3282 1.0288 -1.5301
49 N -1.2003 0.1719 -1.4973
50 C 3.3317 -1.3506 -0.5876
51 C -3.5897 1.5586 2.5835
52 H 0.3133 2.2856 -4.9459
53 C 3.2061 -0.6304 -1.8398
54 C -4.7010 2.3652 2.8197
55 H 3.4374 -1.5369 3.8209
56 H 0.0564 -2.6018 -0.2525
57 N 0.7272 2.2165 -0.6375
58 H 1.4265 -4.5549 0.7111
59 P -1.1538 1.2158 0.9033
60 N 1.3239 1.0006 1.7630
61 H -0.0359 -2.9180 2.4318
62 N 2.0764 0.0609 -2.0962
63 H -1.7146 -5.1349 -3.6246
64 C 1.5840 -0.5949 -4.9108
65 H -1.2439 4.9101 1.6854
66 H -0.3883 -2.9104 -3.1320
67 C -5.6777 0.6884 4.2154
68 Si 2.3295 -2.3894 1.7151
69 H -1.6598 -2.7052 -1.9014
70 N 0.2697 -2.4508 -1.2362
71 C 2.3222 1.1487 2.6624
72 C 3.3198 1.9814 -4.0913
73 H -2.7229 -4.8290 -2.3309
74 H 0.3806 2.8967 -3.3138
75 C 0.6785 -2.1200 2.6158
76 H 1.6060 -0.2089 -5.9248
77 N 0.4682 1.8871 3.5726
78 C 5.4233 -1.4308 -2.4743
79 H 0.2440 -1.1854 2.2795
80 Si 1.8296 0.8439 -3.6655
81 H 3.3364 0.8800 2.4446
82 C 0.2061 1.4902 2.3059
83 H -1.9536 2.8839 2.3464
84 H -3.9210 0.2392 -3.3002
85 H 0.8224 -2.0594 3.6884
86 H -4.7044 1.0608 0.1264
87 C 5.5523 -2.0963 -1.2552
88 H 2.3535 -1.3551 -4.8270
89 C 4.5182 -2.0695 -0.3526
90 H -0.1106 2.1036 5.5531
91 C -0.3218 2.6457 0.0524
92 H 1.2257 -2.7335 -1.4148
93 N -1.8373 -5.2739 -2.6122
94 H 3.0025 3.0111 -4.2271
95 C -2.5029 2.1583 1.7335
96 C -0.6642 -3.1195 -2.0962
97 C -2.0835 0.8273 -0.7408
98 C 0.3231 1.9880 -3.9018
99 C 4.2759 -0.7340 -2.7559
100 N -0.3652 4.0001 0.0100
101 H -1.4239 -0.0468 2.9560
102 H 3.7718 1.6708 -5.0284
103 H -6.5895 2.5804 3.7966

natural (NBO) population analysis, charges in e, atoms 1 to 6: -0.197 0.239 -0.638 0.224 0.210 0.236